Entry 1:
102
Properties=species:S:1:pos:R:3:forces:R:3 method="wB97M-V/def2-TZVPD" total_charge=-2 lumo_ev="3.117 / 3.117" spin_multiplicity=2 orbital_gap_ev="3.775 / 5.822"
C 3.765659 -17.479186 -4.186533 1.4 -0.3 1.3
H 10.120725 -15.717827 -7.990840 0.5 -0.7 -0.7
C 12.794830 -18.027086 -1.745888 -0.5 -0.5 0.0
C 13.690179 -22.964227 -6.261326 -0.9 -0.3 0.3
S 8.489060 -25.284199 -7.793124 0.2 -0.4 0.1
H 7.170201 -17.307316 -8.221666 0.8 0.3 0.7
C 12.089981 -20.246123 -2.113347 -0.2 0.4 0.7
S 8.949043 -17.849955 -11.100769 -0.6 -1.3 -0.4
S 9.524121 -21.112512 -9.167137 -0.4 0.3 -0.2
N 6.426923 -27.039549 -5.028961 -0.5 -0.2 0.0
H 2.800439 -17.346931 -4.669425 0.4 -0.2 -0.3
C 6.233050 -17.467705 -2.627635 -2.6 -0.9 -0.1
C 5.026119 -17.483397 -4.774628 0.5 0.4 -0.3
C 7.575824 -16.786633 -7.308213 0.0 -0.3 0.4
H 7.176704 -23.228260 -5.025829 0.1 0.5 -0.2
N 11.690645 -17.853810 -9.264824 -0.3 -0.2 0.1
N 7.532808 -25.124771 -5.245284 -0.8 -2.8 -1.2
C 4.960220 -17.603671 -2.018494 0.6 0.5 -0.5
C 13.095189 -19.383088 -1.670523 -0.9 0.7 -0.4
H 5.658165 -19.122324 -11.807994 0.6 -0.2 -0.4
C 13.757660 -19.648405 -6.969512 -0.9 1.2 -0.6
H 2.792209 -17.491639 -2.412285 0.0 -0.4 1.1
H 6.607013 -25.105440 -2.501316 0.5 -0.4 0.6
C 14.668930 -20.242435 -7.828375 -0.7 0.6 -1.2
C 4.685456 -19.891634 -8.206866 2.8 -0.1 0.7
H 5.246531 -26.224046 -3.048531 0.1 1.0 0.3
C 11.216823 -23.326303 -7.361074 0.2 -0.4 -1.3
Rb 9.338310 -19.812014 -5.945180 0.2 -0.2 -0.1
H 13.880402 -19.716162 -5.874432 -0.4 -0.2 -0.7
F 1.447267 -18.990385 -9.563757 1.1 0.8 0.8
H 8.969612 -23.213760 -3.332172 0.0 -0.1 0.9
C 12.493897 -22.329653 -5.802814 1.4 -0.3 -0.3
C 5.411963 -19.327733 -10.787212 -3.1 1.5 0.1
H 14.062407 -19.703523 -1.343007 0.2 -0.4 0.3
H 8.633766 -23.590001 -5.663051 -0.1 0.1 0.0
C 10.518455 -18.448564 -2.633175 1.0 0.5 -0.4
H 10.274731 -23.304328 -7.901353 0.2 -0.4 0.1
N 8.995026 -17.098305 -7.035781 -1.3 0.0 1.0
C 14.657168 -20.002924 -9.233866 0.2 -0.5 -0.5
H 7.177854 -27.919899 -6.714774 0.1 1.0 0.0
N 6.974417 -21.161564 -5.486194 -0.1 0.0 -0.1
H 4.462784 -20.091844 -7.178134 -0.2 -0.3 0.4
F 14.576078 -25.935498 -8.172333 0.3 2.3 0.4
H 6.704200 -20.656844 -8.005715 0.2 0.1 -0.3
C 6.634647 -25.872065 -4.521171 0.2 1.1 1.4
H 12.464370 -21.659619 -4.950108 0.6 0.0 0.0
F 1.950363 -19.493085 -7.511828 0.3 0.3 -0.2
C 12.286281 -24.131305 -7.803160 -0.3 0.3 -0.3
F 2.344271 -17.467352 -8.187522 -0.3 -0.4 -0.5
Sb 8.239998 -20.141993 -10.826433 0.5 0.3 -0.7
N 7.372576 -17.382617 -4.848759 -2.7 0.8 -2.8
C 3.803818 -17.594144 -2.766224 -1.1 0.6 -2.5
H 15.344604 -20.974744 -7.449578 0.7 -0.2 0.2
H 4.837300 -17.425235 -6.907774 0.0 0.0 -0.5
F 15.885268 -24.394899 -7.150937 -1.6 -0.5 -1.4
S 7.802235 -21.327823 -12.815725 0.2 0.8 1.2
C 9.876836 -16.812382 -8.120502 -0.5 2.2 0.6
H 7.092128 -17.416332 -2.033351 1.3 0.0 0.6
N 11.314980 -22.429317 -6.403737 0.3 -0.2 0.7
C 6.766989 -17.222380 -6.097209 3.2 0.1 1.6
C 13.735197 -19.184904 -9.896689 0.6 -0.2 1.9
N 6.267096 -19.893614 -9.958428 3.7 -1.1 -0.5
H 3.537806 -18.394914 -11.078985 0.3 -0.5 0.8
C 6.254821 -17.483546 -4.012054 -0.3 0.0 -0.8
N 7.122171 -27.034886 -6.210651 -0.2 -1.1 0.6
H 12.108719 -24.826280 -8.623630 0.0 0.1 0.2
H 14.664264 -22.761841 -5.798399 -0.6 0.0 -0.2
C 4.175239 -18.926111 -10.341300 0.7 0.4 -1.9
H 13.395904 -17.264025 -1.285622 0.7 0.0 -0.3
H 9.415324 -16.920951 -9.112619 -0.1 -0.2 0.4
C 5.908035 -21.324241 -5.037825 0.0 0.0 0.1
C 10.815170 -19.802282 -2.535163 -0.3 -1.3 -0.6
N 5.443262 -17.303072 -6.118761 -0.9 -0.3 2.2
N 7.979709 -23.841934 -4.914047 0.0 -0.4 -0.5
H 5.449862 -24.371045 -3.478652 -0.3 -1.1 -0.1
H 11.544041 -16.528061 -2.591362 -0.4 -1.0 0.8
H 9.346753 -16.602064 -6.185129 -0.9 -0.7 -0.9
H 7.394748 -15.687260 -7.453112 0.0 -0.6 0.0
N 9.531192 -23.118323 -2.449631 0.2 -1.4 -1.0
C 10.312422 -22.020565 -2.488239 1.7 2.6 0.3
H 11.082052 -17.900738 -10.117627 0.4 0.2 0.4
C 6.004054 -20.130641 -8.643805 -2.9 -0.2 1.1
C 11.582076 -17.608417 -2.290668 -0.5 1.6 -0.7
H 15.371309 -20.524649 -9.878284 0.0 0.1 0.5
C 5.918532 -25.372618 -3.281180 0.0 0.1 -1.4
C 12.803564 -18.644504 -9.032149 -1.7 0.3 1.9
H 9.577622 -18.045152 -3.043625 0.5 -0.4 0.2
F 15.109613 -24.041650 -9.218850 -0.9 -0.7 2.1
H 13.789364 -18.911874 -10.935545 -0.1 -0.3 -0.2
C 14.743223 -24.552072 -7.970700 2.1 -1.1 -0.2
C 11.064050 -17.642781 -8.061763 1.7 -1.2 -0.2
C 13.565989 -23.913045 -7.303473 -0.9 1.1 0.2
S 12.053767 -21.946639 -1.897624 -0.7 -1.4 -0.2
H 10.024860 -24.002810 -2.258694 -0.3 0.8 -0.2
C 2.423285 -18.795971 -8.579039 0.1 -1.1 0.0
S 4.446078 -21.627346 -4.368018 -0.3 -0.1 0.1
C 12.720877 -18.851484 -7.580757 3.3 -1.8 -1.1
N 11.664866 -18.242504 -7.011298 -1.4 1.7 -1.4
N 9.929561 -20.839582 -2.870210 -0.4 -0.2 0.6
H 4.802384 -17.618394 -0.959617 0.5 0.0 0.5
C 7.766856 -25.898970 -6.432064 0.6 2.6 0.2
C 3.804740 -19.202104 -9.005197 -2.7 0.8 -0.4

Entry 2:
85
Properties=species:S:1:pos:R:3:forces:R:3 method="wB97M-V/def2-TZVPD" relative_energy_kcal_mol=33.9 total_charge=+2 lumo_ev=-7.066 spin_multiplicity=1 orbital_gap_ev=5.298
C -3.178682 -0.853835 0.262543 0.0 -0.1 0.0
O -3.663085 -1.215957 1.306440 0.0 0.0 0.0
C -2.639462 1.333536 -1.006179 0.0 0.0 0.0
H 0.886149 -3.187222 2.481275 0.0 0.0 0.0
H 6.674711 -0.407757 2.118173 0.0 0.0 0.0
Si 2.510923 2.311558 -0.597323 0.1 0.0 -0.1
H 5.541757 -5.518331 0.727863 0.0 0.0 -0.1
H 5.298522 2.900091 -0.192724 0.0 0.0 0.0
H -8.119122 3.909903 -0.308632 0.0 0.0 0.0
C 1.945049 4.148529 1.365320 0.1 0.1 0.0
C 5.044596 -3.971946 -0.395652 0.0 0.0 0.1
H -1.303692 3.193463 -2.393839 0.0 0.0 0.0
H -0.545339 -8.334214 0.732390 0.0 0.0 0.0
H 2.037435 1.821673 -1.902704 0.0 0.0 0.0
C 1.817804 -2.196329 -1.056907 0.0 0.1 0.0
C 3.801518 1.401812 0.289281 -0.1 0.0 0.1
C 3.252752 -6.749279 1.237830 0.0 0.1 0.0
C 0.190748 -8.603454 -0.026283 0.0 0.0 0.0
C 3.601941 -5.975786 0.134862 -0.1 0.0 0.0
H 7.116791 1.715121 0.940058 0.0 0.0 0.0
N -5.176994 2.229911 -0.199380 0.0 0.0 0.0
C 1.844654 3.855798 -0.009954 0.1 0.0 0.0
H -6.671815 5.389957 -1.790625 0.0 0.0 0.0
N 0.639799 -1.813828 -0.549855 -0.1 -0.1 0.0
H -0.677493 -1.884714 1.040867 0.0 0.0 0.0
H -7.320454 3.043528 -1.612201 0.0 0.0 0.0
C 0.853184 6.244496 0.974155 0.0 0.0 0.0
C 1.377853 -7.683459 0.025072 0.0 0.0 0.0
C 0.305025 -2.170699 0.694312 0.0 0.0 0.0
H 1.488960 5.557408 2.908730 0.0 0.0 0.0
H -5.623412 4.149624 1.672110 0.0 0.0 0.0
H -4.361598 6.172044 -2.350996 0.0 0.0 0.0
H -5.901224 2.570230 2.409246 0.0 0.0 0.0
H 3.844674 -6.691893 2.143763 0.0 0.0 0.0
H 4.298084 -2.585468 -1.631328 0.0 0.0 0.0
C 2.752513 -2.930444 -0.333333 0.0 0.0 0.1
N 3.970804 -3.217144 -0.915989 0.0 -0.1 -0.2
C -6.497385 2.677096 0.331247 0.0 0.0 0.0
C -6.304771 3.299298 1.706831 0.0 0.0 0.0
C 1.241514 4.781333 -0.884258 -0.1 0.0 0.0
H 1.911180 -8.199972 2.038645 0.0 0.0 0.0
C -6.262591 4.804277 -0.967866 0.0 0.0 0.0
C 4.590779 -0.442480 1.620803 0.0 0.0 0.0
C 2.854013 -6.071309 -1.028638 0.0 0.0 0.0
C -2.280094 3.523535 -2.075979 0.0 0.0 0.0
H 0.472737 7.182628 1.356807 0.0 0.0 0.0
H -6.231915 5.469018 -0.101209 0.0 0.0 0.0
C 1.175235 -2.912201 1.476895 0.0 0.1 0.0
H 3.094997 -3.848230 1.586597 0.0 0.0 0.0
H 2.040530 -1.885341 -2.073274 0.0 -0.1 0.0
H 0.331041 6.706889 -1.059683 0.0 0.0 0.0
H -0.296355 -8.567364 -0.999124 0.0 0.0 0.0
H -7.093566 1.769154 0.422067 0.0 0.0 0.0
H 0.489662 -9.634864 0.162800 0.0 0.0 0.0
H 2.436079 3.456362 2.039023 0.0 0.0 0.0
C 2.160143 -7.594525 1.175775 0.0 0.0 0.0
O -1.461435 0.976390 -1.406990 0.0 0.0 0.0
C 5.868995 0.100997 1.606577 0.0 0.0 0.0
H -7.264735 3.642920 2.090632 0.0 0.0 0.0
F -1.977414 5.599205 -3.100234 0.0 0.0 0.0
H 1.180460 -6.986877 -1.987991 0.0 0.0 0.0
C 0.769035 5.980184 -0.390517 0.0 -0.1 0.0
C -2.751405 4.760746 -2.395655 0.0 0.0 0.0
C 3.556517 0.194064 0.955644 0.1 -0.1 -0.1
C -3.503113 0.521665 -0.258204 0.1 0.0 0.0
C -3.106200 2.663005 -1.337229 0.0 0.0 0.0
H 1.161962 4.570376 -1.944322 0.0 0.0 0.0
C -4.729038 1.030956 0.132319 0.0 0.0 0.0
C 1.748374 -6.910825 -1.068653 0.0 0.0 0.0
C 5.089533 1.957982 0.301736 0.0 0.0 0.0
O 6.173917 -3.563690 -0.533975 0.0 0.0 0.0
H 4.401444 -1.366551 2.149539 0.0 0.0 0.0
C -4.865006 4.368352 -1.320284 0.0 0.0 0.0
C 2.403462 -3.289186 0.973562 0.0 0.0 0.0
C -4.386980 3.089441 -0.950411 0.0 0.0 0.1
Pb -1.114194 -1.131628 -2.102057 0.0 -0.1 -0.1
C -4.029173 5.190656 -2.036790 0.0 0.0 0.0
H 2.567196 -0.248110 0.967487 0.0 0.0 0.0
C 1.426351 5.331632 1.853419 0.1 0.0 0.0
O -2.389909 -1.615423 -0.464816 -0.1 0.1 0.0
C 6.120646 1.295231 0.946449 0.0 0.0 0.0
H 3.146314 -5.522761 -1.913837 0.0 0.0 0.0
N 4.740822 -5.132810 0.248290 0.1 0.0 0.1
H -5.374899 0.425362 0.755914 0.0 0.0 0.0
C -7.146636 3.598471 -0.687451 0.0 0.0 0.0

no.,maximum force (eV Å⁻¹),DFT total energy (eV)
1,4.0,-150387.1577
2,0.2,-70993.3234